(1)
{
  "formula": "C3H4N3O2",
  "method": "the ωB97M-V functional and the def2-TZVPD basis",
  "gap_ev": 7.90,
  "energy_ha": -431.41567,
  "total_charge": -1,
  "e_above_lowest_kj_mol": 258.8,
  "symbols": ["C", "C", "C", "N", "N", "N", "O", "O", "H", "H", "H", "H"],
  "positions_angstrom": [[-1.05250, 1.24253, -1.30921], [-0.61608, 0.04401, 1.23048], [-0.03565, 0.77158, -0.48386], [-2.02440, 1.47527, -1.92825], [-0.07297, -1.10852, 1.17288], [0.86360, -0.19885, -1.12949], [1.97138, -0.62340, -0.30080], [-1.26226, 0.89438, 1.76347], [0.60055, 1.55090, -0.23270], [1.59762, -1.13563, 0.41040], [-0.26041, -1.88181, 1.84584], [0.29113, -1.03046, -1.03875]]
}



(2)
{
  "formula": "CH4ClFS",
  "method": "the ωB97M-V functional and the def2-TZVPD basis",
  "gap_ev": 10.45,
  "energy_ha": -998.72372,
  "e_above_lowest_kj_mol": 0.0,
  "symbols": ["C", "H", "H", "H", "H", "F", "S", "Cl"],
  "positions_angstrom": [[1.40685, 0.03067, -0.34422], [2.44177, -0.10093, -0.66191], [1.00390, -0.87956, 0.09989], [-3.17347, -0.50057, 0.92298], [-1.29341, -0.45983, 0.40916], [0.64622, 0.39522, -1.40725], [-2.40734, 0.21513, 0.08496], [1.37548, 1.29986, 0.89639]]
}



(3)
{
  "formula": "C25H32GeN2PtSi",
  "method": "the ωB97M-V functional and the def2-TZVPD basis",
  "gap_ev": [6.45, 6.48],
  "spin_multiplicity": 5,
  "energy_ha": -3566.85076,
  "symbols": ["Pt", "C", "C", "C", "C", "C", "H", "H", "H", "H", "H", "C", "N", "C", "C", "N", "C", "H", "H", "H", "H", "H", "H", "C", "Ge", "C", "C", "C", "H", "H", "H", "H", "H", "H", "H", "H", "H", "H", "C", "C", "C", "C", "C", "C", "Si", "C", "C", "C", "C", "C", "C", "H", "H", "H", "H", "H", "H", "H", "H", "H", "H", "H"],
  "positions_angstrom": [[-0.25159, 1.11218, 0.35784], [-1.07851, 2.66905, 1.95527], [-2.18236, 3.28837, 1.30270], [-1.69598, 4.19923, 0.34555], [-0.31208, 4.17346, 0.39719], [0.10121, 3.21706, 1.39139], [-1.13490, 2.11808, 2.88064], [-3.22237, 3.08715, 1.51321], [-2.29618, 4.79973, -0.32130], [0.35840, 4.76167, -0.21252], [1.09365, 3.15214, 1.81160], [0.68903, -1.22342, -4.83566], [0.70942, -1.21560, -3.38927], [0.40227, -2.26480, -2.55932], [0.55581, -1.79739, -1.28784], [0.95735, -0.48527, -1.32136], [1.02595, -0.16810, -2.59534], [1.34576, -2.00097, -5.22438], [1.02996, -0.25573, -5.19531], [-0.31855, -1.40392, -5.20895], [0.10494, -3.23197, -2.92768], [0.41148, -2.32216, -0.35726], [1.32323, 0.79175, -2.98499], [-3.00991, -0.74644, -0.84179], [-2.86296, 0.96003, -1.84755], [-4.37790, 2.13386, -1.32567], [-3.11188, 0.59970, -3.78933], [-1.11156, 1.65968, -1.46689], [-3.99555, -0.88653, -0.39508], [-2.27040, -0.73332, -0.03808], [-2.79925, -1.60738, -1.47759], [-5.24879, 1.89045, -1.93534], [-4.14204, 3.18914, -1.46290], [-4.62990, 1.96764, -0.27838], [-4.15315, 0.34421, -3.98796], [-2.48753, -0.23166, -4.11696], [-2.85153, 1.47928, -4.38015], [-0.70406, 2.54178, -1.95759], [5.54804, 0.43434, 1.54962], [4.85750, -0.39702, 0.67890], [3.48487, -0.55017, 0.80296], [2.77483, 0.10524, 1.81124], [3.48573, 0.94342, 2.67188], [4.85692, 1.11083, 2.54459], [0.90958, -0.09093, 2.06745], [0.43976, -1.88160, 2.46239], [-0.69534, -2.11110, 3.24332], [-1.05591, -3.39196, 3.63009], [-0.28158, -4.47778, 3.24276], [0.84574, -4.27140, 2.46126], [1.19739, -2.98677, 2.07110], [6.61922, 0.55636, 1.44988], [5.38797, -0.92612, -0.10370], [2.95434, -1.17242, 0.09270], [2.95909, 1.46510, 3.46438], [5.38702, 1.76516, 3.22561], [0.71299, 0.56444, 3.40438], [-1.30133, -1.26947, 3.56401], [-1.94015, -3.54111, 4.23726], [-0.55167, -5.47725, 3.55909], [1.45466, -5.11591, 2.16208], [2.09079, -2.84488, 1.47383]]
}



(4)
{
  "formula": "C40H37AsIrN7OS3Si",
  "method": "the ωB97M-V functional and the def2-TZVPD basis",
  "gap_ev": [7.54, 5.37],
  "spin_multiplicity": 2,
  "energy_ha": -5829.04310,
  "total_charge": 1,
  "e_above_lowest_kj_mol": 1.1,
  "symbols": ["Ir", "C", "Si", "C", "C", "N", "C", "C", "C", "C", "C", "C", "O", "C", "C", "C", "C", "C", "C", "H", "H", "H", "H", "H", "H", "H", "H", "H", "H", "H", "H", "H", "H", "H", "H", "H", "H", "C", "C", "N", "N", "C", "S", "N", "N", "H", "H", "H", "H", "H", "H", "S", "C", "S", "C", "C", "N", "C", "N", "C", "C", "C", "C", "C", "C", "As", "C", "C", "C", "C", "C", "C", "C", "C", "C", "C", "C", "C", "H", "H", "H", "H", "H", "H", "H", "H", "H", "H", "H", "H", "H"],
  "positions_angstrom": [[-0.01469, 0.24953, 0.22735], [-2.28631, 1.44925, 3.06470], [-3.03646, 1.52855, 1.36660], [-4.41277, 0.27660, 1.18539], [-3.64775, 3.29845, 1.26870], [-1.89338, 1.07909, -0.00831], [-2.30562, 1.15352, -1.29678], [-3.41219, 1.93204, -1.73077], [-3.75570, 2.03171, -3.05453], [-3.02325, 1.34337, -4.02078], [-1.95071, 0.54365, -3.65223], [-1.60712, 0.44373, -2.32173], [-0.58734, -0.38664, -1.89038], [0.25729, -0.90132, -2.89708], [-0.03479, -2.13994, -3.43453], [0.79056, -2.64893, -4.42862], [1.87457, -1.90878, -4.88241], [2.12579, -0.64966, -4.35379], [1.31107, -0.13170, -3.35488], [-3.15285, 1.52109, 3.73283], [-1.65520, 2.31597, 3.25716], [-1.74521, 0.55111, 3.34231], [-5.35089, 0.68937, 1.56318], [-4.18781, -0.62790, 1.75289], [-4.56870, -0.01031, 0.14439], [-3.91576, 3.58472, 2.28899], [-4.53510, 3.45271, 0.65725], [-2.86930, 3.98866, 0.93676], [-3.96487, 2.49310, -1.00237], [-4.58799, 2.65640, -3.34704], [-3.28555, 1.42675, -5.06644], [-1.39607, 0.00369, -4.40538], [-0.91589, -2.66837, -3.10053], [0.57268, -3.61559, -4.86351], [2.50977, -2.30381, -5.66370], [2.95470, -0.05983, -4.72198], [1.49340, 0.85245, -2.94401], [1.09121, -6.17098, 0.52554], [0.68765, -4.98267, 1.30894], [0.73840, -4.85918, 2.59599], [0.23941, -3.61538, 2.83481], [-0.12262, -2.95913, 1.73493], [-0.88717, -1.43753, 1.76239], [0.16552, -3.83356, 0.74306], [-0.04841, -3.56579, -0.59703], [1.50354, -6.91169, 1.20537], [1.84458, -5.90627, -0.21640], [0.23278, -6.60717, 0.01193], [0.23769, -3.23357, 3.76825], [-0.66259, -4.27319, -0.98362], [0.84573, -3.56256, -1.08047], [0.85974, 2.15329, -0.82493], [1.30598, 2.75420, 0.73177], [0.60449, 1.70519, 1.92150], [2.11243, 3.81832, 0.99263], [2.46376, 4.10914, 2.34364], [2.69959, 4.31440, 3.45126], [2.68876, 4.55895, -0.08089], [3.16709, 5.14332, -0.94885], [5.59497, 2.67024, 0.04345], [5.10463, 2.41530, 1.31467], [4.14363, 1.43071, 1.50543], [3.67718, 0.70756, 0.41513], [4.16787, 0.96275, -0.86081], [5.13184, 1.94000, -1.04381], [2.24932, -0.56521, 0.64389], [2.59944, -1.36035, 2.37096], [2.29266, -0.86608, 3.63003], [2.63675, -1.60564, 4.75429], [3.28556, -2.82777, 4.61752], [3.58888, -3.32406, 3.35932], [3.24136, -2.59490, 2.22716], [3.46850, -3.03697, 0.83341], [4.12148, -4.20635, 0.45714], [4.28380, -4.50712, -0.88785], [3.78727, -3.65380, -1.86595], [3.13394, -2.48236, -1.49877], [2.97790, -2.17642, -0.15440], [6.33408, 3.44606, -0.10458], [5.45865, 2.98809, 2.16134], [3.75361, 1.24826, 2.49868], [3.79547, 0.40750, -1.71481], [5.51142, 2.14569, -2.03584], [1.79188, 0.08480, 3.74383], [2.40661, -1.22084, 5.73894], [3.55914, -3.39434, 5.49780], [4.08439, -4.28129, 3.26642], [4.51836, -4.87770, 1.20742], [4.80771, -5.40969, -1.17526], [3.92510, -3.88666, -2.91410], [2.77394, -1.80901, -2.26690]]
}



(5)
{
  "formula": "C29H23BrN5ORhS",
  "method": "the ωB97M-V functional and the def2-TZVPD basis",
  "gap_ev": [4.37, 4.37],
  "energy_ha": -4550.09616,
  "total_charge": 2,
  "e_above_lowest_kj_mol": 0.0,
  "symbols": ["Rh", "C", "C", "C", "C", "C", "C", "C", "H", "H", "H", "H", "H", "H", "H", "H", "Br", "C", "C", "C", "C", "C", "C", "N", "N", "C", "C", "C", "C", "O", "C", "N", "C", "C", "C", "C", "H", "H", "H", "H", "H", "H", "H", "H", "H", "N", "C", "N", "C", "C", "C", "C", "C", "C", "S", "H", "H", "H", "H", "H", "H"],
  "positions_angstrom": [[-1.47441, -0.39646, 0.75486], [-2.19313, -2.15200, -4.16401], [-2.52689, -1.77184, -2.75192], [-2.14595, -2.56000, -1.67582], [-2.56433, -2.26534, -0.37240], [-3.40975, -1.16185, -0.14681], [-3.72366, -0.31626, -1.23040], [-3.28431, -0.61664, -2.50063], [-3.09756, -2.49532, -4.67003], [-1.46266, -2.95789, -4.21317], [-1.82671, -1.29448, -4.73124], [-1.56466, -3.45700, -1.85572], [-2.45021, -3.02619, 0.39099], [-4.04996, -1.14275, 0.72423], [-4.39114, 0.52275, -1.08059], [-3.57294, 0.01683, -3.33101], [8.05987, -2.18333, -2.08721], [7.11456, -0.58633, -1.80962], [7.02438, 0.35142, -2.84817], [6.26629, 1.47652, -2.67951], [5.56356, 1.67161, -1.46352], [5.75612, 0.76100, -0.38052], [6.50375, -0.36539, -0.56498], [4.69016, 2.66799, -1.39059], [3.93770, 2.96920, -0.45089], [2.76202, 2.57444, -0.05648], [2.29976, 3.08242, 1.20677], [1.21024, 2.57080, 1.81502], [0.49545, 1.49633, 1.20444], [-0.41972, 0.86288, 1.78797], [0.81325, 1.09502, -0.13745], [-0.03802, 0.19404, -0.69047], [0.21215, -0.18212, -1.94100], [1.26462, 0.32062, -2.69167], [2.12082, 1.25099, -2.13440], [1.92196, 1.63443, -0.81243], [7.55900, 0.18525, -3.77274], [6.17792, 2.21849, -3.46334], [5.27914, 0.97140, 0.56872], [6.61672, -1.08139, 0.23709], [2.87961, 3.86421, 1.67833], [0.87248, 2.95044, 2.76969], [-0.46770, -0.88715, -2.38483], [1.38731, 0.00249, -3.71696], [2.89100, 1.70101, -2.74244], [-0.67746, -2.36660, 3.09094], [-1.79901, -1.68526, 3.37837], [-2.35611, -0.83895, 2.53311], [-3.48069, -0.23501, 3.08571], [-4.23505, 0.78305, 2.50688], [-5.34220, 1.25729, 3.18714], [-5.70555, 0.72860, 4.42378], [-4.94526, -0.25990, 5.02780], [-3.82642, -0.71499, 4.35246], [-2.64232, -1.89213, 4.87509], [-0.12611, -2.05414, 2.30930], [-0.23928, -2.95281, 3.77908], [-3.91870, 1.20547, 1.56125], [-5.93148, 2.05644, 2.75866], [-6.57983, 1.10694, 4.93484], [-5.21064, -0.65085, 6.00047]]
}



| no. | maximum force (eV Å⁻¹) |
| --- | --- |
| 1 | 3.95 |
| 2 | 0.41 |
| 3 | 1.30 |
| 4 | 0.51 |
| 5 | 1.62 |